The following is a DFT calculation (wB97M-V/def2-TZVPD) of an isolated molecule of C15H21N3O4.

Bonds (Å) are listed after each position.
Element x y z (Å)
1 C -2.1880 -3.1578 5.3076  C2 1.524, H23 1.088, H24 1.088, H25 1.087
2 C -1.0200 -4.0540 4.9127  C1 1.524, C3 1.530, H26 1.093, H27 1.091
3 C 0.2974 -3.2939 4.7493  C2 1.530, C4 1.529, H28 1.093, H29 1.093
4 C 0.2949 -2.2231 3.6573  C3 1.529, C5 1.527, H30 1.091, H31 1.093
5 C 0.0680 -2.7870 2.2563  C4 1.527, C6 1.529, H32 1.091, H33 1.092
6 C 0.2125 -1.7050 1.1853  C5 1.529, C7 1.525, H34 1.093, H35 1.093
7 C -0.0255 -2.2799 -0.2075  C6 1.525, C8 1.510, H36 1.094, H37 1.093
8 C 0.0521 -1.3148 -1.3663  C7 1.510, O9 1.218, N10 1.355
9 O -0.1946 -1.6258 -2.5174  C8 1.218
10 N 0.4566 -0.0546 -1.0781  C8 1.355, N11 1.391, H38 1.012
11 N 0.5010 0.8828 -2.1048  N10 1.391, C12 1.352, H39 1.014
12 C 0.5645 2.1982 -1.7983  N11 1.352, O13 1.219, C14 1.489
13 O 0.6569 2.5720 -0.6413  C12 1.219
14 C 0.5399 3.1273 -2.9618  C12 1.489, C15 1.394, C22 1.395
15 C 0.9429 2.7510 -4.2425  C14 1.394, C16 1.381, H40 1.079
16 C 0.9083 3.6695 -5.2730  C15 1.381, C17 1.390, H41 1.079
17 C 0.4690 4.9638 -5.0202  C16 1.390, N18 1.445, C21 1.390
18 N 0.4290 5.9204 -6.1022  C17 1.445, O19 1.212, O20 1.211
19 O 0.7981 5.5473 -7.1943  N18 1.212
20 O 0.0278 7.0352 -5.8499  N18 1.211
21 C 0.0776 5.3569 -3.7462  C17 1.390, C22 1.380, H42 1.079
22 C 0.1205 4.4352 -2.7206  C14 1.395, C21 1.380, H43 1.079
23 H -3.0694 -3.7592 5.5184  C1 1.088
24 H -1.9431 -2.5849 6.1995  C1 1.088
25 H -2.4379 -2.4633 4.5098  C1 1.087
26 H -0.8783 -4.8097 5.6892  C2 1.093
27 H -1.2609 -4.5819 3.9886  C2 1.091
28 H 1.0895 -4.0147 4.5315  C3 1.093
29 H 0.5422 -2.8141 5.7001  C3 1.093
30 H -0.4684 -1.4749 3.8762  C4 1.091
31 H 1.2626 -1.7149 3.6785  C4 1.093
32 H -0.9308 -3.2204 2.1898  C5 1.091
33 H 0.7913 -3.5834 2.0667  C5 1.092
34 H -0.5105 -0.9117 1.3913  C6 1.093
35 H 1.2179 -1.2820 1.2487  C6 1.093
36 H 0.6996 -3.0729 -0.4113  C7 1.094
37 H -1.0130 -2.7466 -0.2572  C7 1.093
38 H 0.5676 0.3577 -0.1609  N10 1.012
39 H 0.2403 0.4746 -2.9962  N11 1.014
40 H 1.3072 1.7542 -4.4364  C15 1.079
41 H 1.2176 3.4047 -6.2726  C16 1.079
42 H -0.2479 6.3726 -3.5816  C21 1.079
43 H -0.1645 4.7071 -1.7159  C22 1.079

Calculated values
**Net charge**: 0
**E_tot**: -1049.3361 Ha
**ΔE to the lowest compared entry with this formula, charge and spin**: 106.0 kcal/mol
**Gap between HOMO and LUMO**: 8.41 eV

Results of the Löwdin charge analysis, in e, for atoms 1 through 2: atom 1 (C): -0.1111, atom 2 (C): -0.2712